This record from the OMol25 dataset describes 2 unconnected molecules or ions with the total composition C4H12 at a distorted geometry. The level of theory is ωB97M-V/def2-TZVPD.

HOMO = -11.50 eV
structure (SMILES) = CC.CC
Kohn-Sham gap = 12.59 eV
energy above the lowest of the compared OMol25 structures with the same formula, charge and spin = 0.245 eV

ORCA input file:
```
! wB97M-V def2-TZVPD RIJCOSX def2/J DEFGRID3
* xyz 0 1
C -0.18018 1.70874 1.27975
C -1.60963 1.55794 1.76751
H -0.08570 2.30994 0.36777
H 0.46346 2.13814 2.05264
H 0.29272 0.77459 1.00124
H -1.97767 2.44565 2.29049
H -1.63150 0.80328 2.54619
H -2.32797 1.23807 1.02066
C 0.61861 -1.92746 -2.19996
C 1.18875 -1.23176 -0.96688
H 0.41874 -1.28887 -3.06123
H 1.24959 -2.76900 -2.50147
H -0.29595 -2.41727 -1.87419
H 2.04617 -0.57697 -1.04077
H 1.44387 -2.03384 -0.25944
H 0.38671 -0.73116 -0.42229
*
```